Entry 1:
{"formula": "C6H12N3", "method": "ωB97M-V/def2-TZVPD", "elements": ["C", "C", "C", "C", "C", "C", "N", "N", "N", "H", "H", "H", "H", "H", "H", "H", "H", "H", "H", "H", "H"], "xyz": [[0.781121, -0.543739, 0.865998], [1.318788, -0.156660, -0.266552], [-0.594565, -1.212778, 0.922575], [-1.649989, 0.630236, -0.374612], [2.561607, 0.596841, -0.583922], [-1.125418, 1.716201, 0.274455], [-1.677565, -0.650559, 0.385527], [-0.680570, -2.244069, 1.737736], [-2.233785, 0.558541, -1.687713], [1.248303, -0.759907, 1.920288], [2.464134, 1.582900, -0.299906], [2.779172, 0.505602, -1.595666], [3.438287, 0.164818, -0.010427], [0.649434, -0.209813, -1.155899], [-0.656752, 1.516748, 1.272125], [-0.874352, 2.702715, -0.122324], [-2.519257, -1.139192, 0.349813], [0.076084, -2.804261, 2.137119], [-1.625774, -2.431191, 2.138973], [-2.200150, 1.504385, -2.189805], [-1.695191, -0.059306, -2.323569]], "forces_ev_per_angstrom": [[-0.60, -2.84, 2.76], [-0.70, 1.02, -1.76], [1.62, 1.74, 0.15], [0.71, 1.74, 0.56], [1.34, -3.30, 2.24], [0.16, -1.98, 0.13], [2.22, 1.47, -1.09], [-2.33, -0.79, 0.91], [1.16, 1.12, -0.29], [-0.30, 1.14, -2.32], [-0.28, 2.29, 0.53], [0.40, 0.05, -1.80], [-0.88, 0.59, -0.55], [0.39, -0.16, 0.73], [-0.97, 0.37, -0.88], [-0.55, -0.50, -0.32], [-1.69, -1.01, 0.01], [-0.14, 0.79, -0.52], [1.22, -0.22, -0.59], [-0.25, -1.64, 1.39], [-0.52, 0.13, 0.74]], "charge": 1, "de_lowest_ev": 2.330, "smiles": "C=C(N)NC(=[NH2+])/C=C/C", "e_tot_ev": -10878.987, "homo_energy_ev": -12.62}

Entry 2:
{"formula": "C5H9N", "method": "ωB97M-V/def2-TZVPD", "elements": ["N", "C", "C", "C", "C", "C", "H", "H", "H", "H", "H", "H", "H", "H", "H"], "xyz": [[1.069210, -0.860807, 1.372166], [0.269034, 0.124428, 0.802425], [-0.401054, 0.320135, -0.323924], [0.002914, -0.364871, -1.570506], [-0.907224, -0.561940, -2.512878], [-0.132080, 1.226035, 1.830218], [1.794307, -0.581397, 2.093391], [1.454297, -1.599025, 0.841505], [-1.236642, 0.916990, -0.376380], [1.084741, -0.520949, -1.725923], [-0.963154, -1.406582, -3.277856], [-1.854596, -0.006571, -2.575703], [-0.185482, 2.268530, 1.284009], [0.582438, 1.402576, 2.675738], [-1.149918, 1.089358, 2.104035]], "forces_ev_per_angstrom": [[1.61, -0.12, 2.02], [-0.23, 3.62, 2.99], [3.43, -3.52, -3.14], [1.17, 1.02, 2.91], [-2.74, -1.73, -4.49], [1.52, 1.92, -1.27], [-1.61, -0.04, -1.51], [-0.01, -0.60, -1.10], [-1.86, 1.63, 0.08], [-0.68, -0.48, 0.34], [0.78, 1.28, 0.81], [0.09, -0.23, 0.73], [0.39, -1.93, 0.93], [-0.84, -0.46, -0.41], [-1.01, -0.36, 1.10]], "s_squared": 0.766, "charge": -1, "de_lowest_ev": 1.589, "multiplicity": 2, "e_tot_ev": -6817.144, "homo_energy_ev": [1.23, -2.29]}

Entry 3:
{"formula": "C5H10N3O", "method": "ωB97M-V/def2-TZVPD", "elements": ["C", "C", "C", "C", "C", "N", "N", "N", "O", "H", "H", "H", "H", "H", "H", "H", "H", "H", "H"], "xyz": [[-0.927964, -1.434823, -0.872869], [-1.519212, -1.439299, 0.299545], [-0.622025, 0.156471, 1.708256], [0.438783, 1.324279, -1.043231], [0.752305, 0.558940, 1.289616], [1.160924, 1.314820, 0.263443], [0.633741, 0.037642, -1.767698], [0.365510, -1.104387, -1.066248], [-0.782737, -1.227815, 1.386157], [-1.391997, -1.634252, -1.830372], [-2.578042, -1.767048, 0.366086], [-0.747777, 0.408418, 2.770795], [-1.323490, 0.729128, 1.165069], [-0.626952, 1.410798, -0.738833], [0.564328, 2.233336, -1.670553], [1.616548, 0.165468, 1.947439], [2.123550, 1.566204, 0.164502], [1.632137, 0.088670, -1.815854], [1.232370, -1.386548, -0.555252]], "forces_ev_per_angstrom": [[-1.18, -0.32, -1.44], [-1.77, -1.34, -1.19], [0.52, 0.24, -0.42], [-3.16, 0.58, 1.21], [3.29, 0.11, -0.37], [-1.73, -1.27, 0.21], [0.75, 2.14, -0.23], [4.16, 0.45, 1.25], [0.52, 0.45, 2.58], [-0.77, 0.02, 0.26], [0.77, 0.42, 0.44], [0.12, -0.61, -0.15], [-1.02, 0.68, -0.51], [0.46, -0.31, -0.42], [0.83, -0.87, 0.45], [-1.44, 0.89, -0.91], [0.78, -0.12, 0.50], [0.78, -0.70, -1.35], [-1.91, -0.44, 0.10]], "charge": 1, "de_lowest_ev": 4.572, "smiles": "C1=C\\OC/C=[NH+]\\CNN/1", "e_tot_ev": -11854.208, "homo_energy_ev": [-12.72, -12.72]}